Density functional theory data (ωB97M-V/def2-TZVPD) for a molecular structure, C16H26BBr21IO3 in a non-equilibrium geometry.

CARTESIAN COORDINATES (ANGSTROEM)
C: 0.5521 -2.9791 0.8635
O: -0.7759 -2.7669 0.4371
C: -0.8089 -1.9692 -0.7212
C: -2.2196 -1.5640 -1.1466
C: -2.6253 -0.1381 -0.7513
B: -2.8562 0.2098 0.8373
I: -3.5889 -1.5124 2.1202
C: -1.5350 0.9526 1.5012
C: -1.6453 2.4432 1.2034
C: -0.3530 3.2788 1.3793
C: 0.9289 2.5243 1.0911
O: 2.0105 3.3756 0.5688
C: 2.1551 4.5115 1.1815
O: 2.6836 5.4493 0.6112
H: 0.9570 -2.0516 1.2775
H: 1.1568 -3.2875 0.0011
H: 0.5286 -3.7849 1.5899
H: -0.3901 -2.5823 -1.5362
H: -0.1922 -1.0645 -0.6448
H: -2.9582 -2.3130 -0.8711
H: -2.1888 -1.5923 -2.2444
H: -1.8511 0.5229 -1.1631
H: -3.5509 0.0962 -1.2834
H: -3.7516 1.0391 0.8853
H: -0.6631 0.4752 1.0452
H: -1.5111 0.7467 2.5728
H: -2.3694 2.8437 1.9112
H: -2.0404 2.6094 0.2019
H: -0.3188 3.7152 2.3791
H: -0.4131 4.1298 0.6932
H: 1.3162 2.0376 1.9843
H: 0.7854 1.7566 0.3422
H: 1.7520 4.7188 2.1724
C: 6.6104 4.3334 0.8743
Br: 6.7566 2.5988 1.7148
Br: 7.6843 4.4323 -0.7355
Br: 4.7219 4.8338 0.5699
H: 7.0317 5.0505 1.5652
C: -6.2039 -4.5192 -1.6847
Br: -4.4407 -4.3995 -2.4362
Br: -6.5718 -6.2955 -1.0284
Br: -6.5116 -3.1859 -0.3384
H: -6.9016 -4.3333 -2.4870
C: 10.2841 7.8390 -1.5830
Br: 8.5017 8.3743 -1.1130
Br: 11.1038 6.7953 -0.1913
Br: 10.3252 6.9230 -3.2744
H: 10.8706 8.7381 -1.6933
C: -7.6605 -6.5679 -5.4586
Br: -7.8420 -8.0479 -4.2490
Br: -8.5385 -4.9899 -4.7902
Br: -5.8183 -6.2248 -5.8772
H: -8.1580 -6.8412 -6.3766
C: 2.5933 6.3153 5.2664
Br: 3.9917 5.2458 4.4841
Br: 3.1908 8.1119 5.6081
Br: 0.9745 6.3023 4.2295
H: 2.3547 5.8743 6.2222
C: 0.6982 -3.5223 5.4734
Br: 2.1925 -4.5705 4.8464
Br: 1.1772 -1.6690 5.6785
Br: -0.8408 -3.7345 4.3548
H: 0.4440 -3.8936 6.4543
C: -1.7263 -7.7345 -6.5949
Br: 0.0572 -7.5785 -7.3000
Br: -2.1021 -9.5253 -6.0023
Br: -2.0603 -6.4461 -5.2117
H: -2.4073 -7.5192 -7.4045

Calculated values
- charge = -1
- total energy (hartree) = -55227.7506

=====

Density functional theory data (ωB97M-V/def2-TZVPD) for a molecular structure, C23H23N5O3RuS.

CARTESIAN COORDINATES (ANGSTROEM)
Ru: 0.4585 -0.7694 -0.5709
C: 2.9351 -1.0316 -2.4291
C: 3.3490 -0.8797 -0.9978
C: 4.7383 -0.7854 -0.6823
C: 5.1501 -0.6876 0.6049
C: 4.1948 -0.7286 1.6500
C: 4.5297 -0.7094 3.0256
C: 3.5306 -0.8073 3.9546
C: 2.1795 -0.9289 3.5697
C: 1.8193 -0.9395 2.2379
S: 0.2100 -1.1197 1.6618
C: 2.8501 -0.8211 1.2728
N: 2.4431 -0.8489 -0.0417
H: 3.8161 -1.1407 -3.0613
H: 2.3628 -0.1662 -2.7623
H: 2.3031 -1.9133 -2.5463
H: 5.4499 -0.7963 -1.4969
H: 6.2038 -0.6068 0.8488
H: 5.5699 -0.6308 3.3167
H: 3.7773 -0.7992 5.0096
H: 1.4040 -1.0190 4.3203
O: -1.2558 -0.8886 -4.4721
C: -1.0747 -0.8691 -3.2906
N: -0.9043 -0.8520 -2.1166
C: 1.1688 3.9434 -2.2817
N: 0.5984 3.3857 -1.0707
C: 0.1159 4.1660 -0.0504
C: -0.4753 3.6207 1.0177
C: -0.6919 2.1664 1.0668
O: -1.4266 1.6713 1.9164
N: -0.0583 1.4268 0.0951
C: 0.5600 2.0088 -0.9330
O: 1.1169 1.3052 -1.8050
H: 1.1117 5.0289 -2.2220
H: 0.6180 3.5971 -3.1555
H: 2.2073 3.6354 -2.3987
H: 0.2489 5.2332 -0.1744
H: -0.8596 4.2253 1.8247
C: 0.3490 -2.8339 -0.5901
H: 1.1903 -3.2930 -0.0635
H: 0.3103 -3.1905 -1.6239
H: -0.5728 -3.1330 -0.0912
N: -2.8682 -0.5132 0.4628
C: -4.2048 -0.7227 0.3357
C: -5.1156 -0.1942 1.2661
C: -6.4718 -0.4430 1.1473
C: -6.9749 -1.2133 0.1046
C: -6.0785 -1.7238 -0.8291
C: -4.7198 -1.4867 -0.7257
H: -2.4896 0.1007 1.1718
H: -2.2302 -0.8034 -0.2622
H: -4.7348 0.4112 2.0810
H: -7.1496 -0.0249 1.8836
H: -8.0362 -1.4091 0.0204
H: -6.4452 -2.3199 -1.6573
H: -4.0320 -1.8827 -1.4642

Calculated values
- spin multiplicity = 2
- charge = -1
- relative energy (zero: lowest compared OMol25 entry of this formula, charge and spin) (kcal/mol) = 31.2
- total energy (hartree) = -1882.9852

=====

- Which formula does entry 2 have?
  C23H23N5O3RuS

=====

- What is the formula in the second record?
  C23H23N5O3RuS

=====

- Which value of total energy does entry 2 give?
  -1882.9852 hartree

=====

- charge of number 1 (C16H26BBr21IO3)?
  -1